124
Properties=species:S:1:pos:R:3:lowdin_charge:R:1 method="wB97M-V/def2-TZVPD" smiles="CCOC(=O)C(F)(F)F.CCOC(=O)C(F)(F)F.COCCOC.COCCOC.COCCOC.COCCOC.COCCOC.COCCOC" relative_energy_ev=1.1687
C 0.895 2.177 0.475 -0.015
C 0.882 1.396 -0.818 -0.198
O -0.153 0.417 -0.871 0.063
C 0.150 -0.863 -0.778 -0.419
O 1.248 -1.324 -0.781 0.149
C -1.091 -1.720 -0.576 -0.503
F -1.063 -2.302 0.633 0.162
F -2.247 -1.057 -0.676 0.170
F -1.135 -2.718 -1.489 0.149
H 1.124 1.542 1.333 0.087
H -0.076 2.659 0.607 0.082
H 1.649 2.963 0.521 0.057
H 1.860 0.961 -1.030 0.109
H 0.702 2.057 -1.669 0.112
C 2.912 6.608 2.301 -0.061
C 2.209 6.041 1.098 -0.196
O 3.068 5.753 -0.011 0.037
C 3.915 4.748 0.079 -0.405
O 4.000 4.043 1.034 0.159
C 4.881 4.623 -1.112 -0.551
F 6.108 5.001 -0.768 0.189
F 4.910 3.345 -1.484 0.174
F 4.469 5.360 -2.142 0.166
H 3.492 7.487 2.009 0.087
H 3.628 5.907 2.726 0.068
H 2.197 6.938 3.052 0.087
H 1.497 6.750 0.677 0.127
H 1.620 5.157 1.352 0.115
C 3.156 -8.646 -5.157 -0.117
O 2.802 -7.617 -4.252 -0.181
C 3.076 -7.983 -2.910 -0.213
C 2.948 -6.743 -2.035 -0.215
O 1.563 -6.487 -1.883 -0.179
C 1.340 -5.353 -1.062 -0.104
H 4.152 -9.078 -5.049 0.084
H 3.072 -8.192 -6.147 0.086
H 2.386 -9.425 -5.123 0.088
H 4.078 -8.410 -2.801 0.121
H 2.310 -8.692 -2.576 0.131
H 3.360 -5.895 -2.595 0.128
H 3.491 -6.896 -1.096 0.126
H 1.428 -5.676 -0.018 0.089
H 0.369 -4.913 -1.268 0.075
H 2.100 -4.569 -1.156 0.083
C 1.308 -0.489 -3.017 -0.090
O 1.357 0.856 -3.430 -0.171
C 2.628 1.411 -3.339 -0.235
C 2.690 2.820 -3.899 -0.199
O 1.839 3.660 -3.149 -0.191
C 1.790 4.977 -3.649 -0.104
H 0.316 -0.871 -3.257 0.114
H 1.438 -0.603 -1.934 -0.016
H 2.060 -1.082 -3.548 0.113
H 3.361 0.817 -3.907 0.135
H 3.059 1.452 -2.326 0.118
H 2.268 2.791 -4.912 0.133
H 3.743 3.109 -3.937 0.123
H 2.789 5.393 -3.804 0.079
H 1.256 5.606 -2.944 0.065
H 1.283 5.009 -4.621 0.096
C -5.535 -4.736 -3.819 -0.130
O -5.919 -3.542 -3.193 -0.167
C -4.922 -2.551 -3.338 -0.213
C -5.319 -1.277 -2.591 -0.214
O -5.360 -1.607 -1.218 -0.179
C -5.723 -0.453 -0.490 -0.103
H -6.442 -5.338 -3.885 0.088
H -4.731 -5.284 -3.322 0.089
H -5.227 -4.622 -4.868 0.085
H -4.793 -2.310 -4.397 0.125
H -3.987 -2.889 -2.879 0.122
H -6.328 -1.055 -2.961 0.130
H -4.628 -0.471 -2.853 0.122
H -6.004 -0.697 0.533 0.087
H -6.524 0.119 -0.971 0.091
H -4.850 0.215 -0.472 0.076
C -5.308 -3.635 2.239 -0.097
O -4.655 -2.784 3.159 -0.178
C -3.256 -2.867 3.138 -0.205
C -2.730 -4.270 3.389 -0.236
O -3.366 -4.802 4.524 -0.191
C -2.875 -6.073 4.916 -0.096
H -6.325 -3.336 1.996 0.087
H -5.300 -4.646 2.656 0.087
H -4.758 -3.599 1.289 0.090
H -2.847 -2.146 3.843 0.130
H -2.905 -2.575 2.139 0.102
H -1.644 -4.239 3.569 0.129
H -2.891 -4.927 2.524 0.121
H -1.971 -5.907 5.520 0.086
H -2.546 -6.634 4.037 0.085
H -3.614 -6.541 5.556 0.087
C 2.553 3.359 4.321 -0.108
O 2.776 2.801 5.593 -0.178
C 3.933 3.310 6.211 -0.218
C 4.085 2.636 7.564 -0.227
O 4.408 1.290 7.402 -0.166
C 4.561 0.580 8.605 -0.113
H 2.447 4.448 4.403 0.076
H 1.658 2.961 3.850 0.085
H 3.428 3.139 3.697 0.086
H 3.938 4.407 6.232 0.124
H 4.792 3.071 5.565 0.128
H 3.137 2.798 8.093 0.131
H 4.866 3.157 8.131 0.125
H 5.142 -0.317 8.389 0.086
H 3.596 0.137 8.886 0.088
H 4.977 1.129 9.450 0.086
C -1.631 6.037 -1.865 -0.077
O -2.234 4.828 -1.423 -0.191
C -2.147 3.800 -2.380 -0.207
C -2.930 2.602 -1.875 -0.201
O -4.187 2.890 -1.297 -0.180
C -4.160 3.284 0.069 -0.104
H -0.572 5.831 -2.031 0.062
H -1.683 6.720 -1.016 0.088
H -2.192 6.471 -2.694 0.095
H -1.121 3.478 -2.599 0.118
H -2.572 4.111 -3.344 0.128
H -2.284 2.091 -1.149 0.107
H -3.149 1.910 -2.688 0.124
H -3.290 2.977 0.648 0.088
H -5.102 2.936 0.494 0.084
H -4.228 4.375 0.095 0.079



126
Properties=species:S:1:pos:R:3:lowdin_charge:R:1 method="wB97M-V/def2-TZVPD" smiles="O=C1OCCO1.CNC(C)=O.CNC(C)=O.CNC(C)=O.CNC(C)=O.CNC(C)=O.CNC(C)=O.CNC(C)=O.CNC(C)=O.CNC(C)=O.ClCCCl" energy_ev=-97361.3277
O 5.716 -7.084 5.724 0.132
C 5.831 -6.971 6.932 -0.628
O 5.695 -7.956 7.853 0.063
C 6.003 -7.461 9.170 -0.105
C 6.530 -6.108 8.823 -0.124
O 6.089 -5.899 7.524 0.112
H 5.107 -7.493 9.789 0.133
H 6.783 -8.083 9.609 0.132
H 7.619 -6.065 8.803 0.145
H 6.009 -5.421 9.489 0.141
C -0.658 1.612 -10.755 -0.041
N -0.077 2.150 -9.499 0.006
C 0.392 1.400 -8.524 -0.588
C 0.995 2.153 -7.321 -0.004
O 0.252 0.196 -8.426 0.034
H -0.317 2.282 -11.545 0.079
H -1.740 1.703 -10.661 0.079
H -0.450 0.562 -10.962 0.086
H -0.020 3.157 -9.459 0.132
H 0.452 1.952 -6.398 0.077
H 0.869 3.227 -7.457 0.060
H 2.034 1.886 -7.129 0.080
C -5.305 0.893 -6.326 -0.091
N -5.620 0.254 -7.585 0.010
C -6.775 0.358 -8.247 -0.535
C -7.966 1.039 -7.633 -0.001
O -6.804 0.009 -9.454 -0.012
H -5.766 0.447 -5.445 0.085
H -5.655 1.923 -6.398 0.076
H -4.234 0.975 -6.139 0.085
H -4.837 -0.211 -8.023 0.145
H -7.711 1.610 -6.741 0.060
H -8.811 0.368 -7.479 0.090
H -8.283 1.780 -8.367 0.089
C -3.514 -7.545 0.399 -0.073
N -3.335 -6.360 -0.398 -0.003
C -3.442 -6.278 -1.725 -0.596
C -3.258 -4.932 -2.334 -0.013
O -3.785 -7.204 -2.424 0.050
H -2.806 -7.604 1.226 0.079
H -3.376 -8.464 -0.171 0.088
H -4.506 -7.502 0.849 0.082
H -3.153 -5.514 0.123 0.138
H -3.815 -4.161 -1.802 0.074
H -3.617 -4.819 -3.357 0.090
H -2.249 -4.608 -2.077 0.084
C 2.158 -1.797 3.113 -0.069
N 1.314 -0.966 2.280 0.013
C 0.061 -1.228 1.930 -0.606
C -0.652 -0.141 1.153 0.006
O -0.531 -2.223 2.271 0.036
H 3.013 -2.267 2.626 0.074
H 1.686 -2.637 3.623 0.087
H 2.707 -1.182 3.826 0.081
H 1.608 -0.010 2.139 0.132
H -0.558 -0.521 0.135 0.087
H -0.110 0.798 1.267 0.074
H -1.698 -0.154 1.459 0.086
C -6.806 -2.101 3.267 -0.074
N -5.782 -2.045 4.274 0.001
C -5.992 -1.746 5.531 -0.555
C -4.742 -1.528 6.417 -0.001
O -7.123 -1.600 6.027 0.013
H -7.517 -2.899 3.480 0.087
H -6.405 -2.224 2.260 0.084
H -7.402 -1.191 3.201 0.085
H -4.841 -2.243 3.964 0.139
H -3.816 -1.909 5.987 0.064
H -4.829 -2.062 7.363 0.078
H -4.607 -0.460 6.589 0.080
C 8.435 1.008 -0.269 -0.058
N 8.306 0.862 1.230 0.021
C 8.599 1.810 2.126 -0.550
C 9.162 3.102 1.626 -0.010
O 8.200 1.639 3.299 -0.007
H 8.440 -0.005 -0.670 0.073
H 9.359 1.510 -0.554 0.078
H 7.500 1.321 -0.733 0.080
H 7.928 -0.022 1.541 0.137
H 9.244 3.260 0.550 0.060
H 10.151 3.290 2.043 0.090
H 8.546 3.949 1.927 0.088
C -6.784 4.353 2.152 -0.061
N -7.951 3.894 1.361 0.004
C -7.863 3.373 0.115 -0.558
C -9.154 2.921 -0.532 -0.014
O -6.820 3.368 -0.529 0.028
H -6.900 4.034 3.188 0.078
H -6.731 5.440 2.092 0.077
H -5.811 4.033 1.780 0.080
H -8.834 4.114 1.801 0.133
H -8.962 2.627 -1.563 0.080
H -9.941 3.675 -0.512 0.077
H -9.632 2.060 -0.065 0.077
C 8.611 -5.730 0.096 -0.077
N 9.114 -5.241 1.329 -0.010
C 10.397 -4.996 1.584 -0.616
C 10.763 -4.684 2.972 -0.001
O 11.248 -5.151 0.745 0.049
H 8.288 -6.754 0.286 0.088
H 9.370 -5.695 -0.685 0.090
H 7.726 -5.179 -0.224 0.080
H 8.562 -5.427 2.154 0.134
H 11.098 -3.648 3.019 0.095
H 11.618 -5.307 3.233 0.091
H 9.949 -5.006 3.622 0.077
C -4.037 8.928 -2.807 -0.136
N -2.809 9.346 -2.450 -0.018
C -1.710 8.614 -2.247 -0.535
C -1.751 7.062 -2.318 0.004
O -0.641 9.110 -1.957 0.030
H -4.030 8.085 -3.497 0.088
H -4.785 9.696 -3.007 0.100
H -4.423 8.434 -1.916 0.089
H -2.685 10.329 -2.252 0.156
H -2.341 6.668 -3.145 0.060
H -2.199 6.639 -1.419 0.083
H -0.748 6.693 -2.534 0.079
Cl 2.931 4.716 1.813 0.526
C 2.891 5.969 3.067 -0.632
C 3.057 5.210 4.442 -0.639
Cl 1.537 4.343 4.907 0.500
H 1.943 6.506 3.048 0.062
H 3.680 6.659 2.767 0.063
H 3.335 5.793 5.320 0.059
H 3.921 4.546 4.417 0.059



Molar mass for the records above, in order: 824.9, 844.9 g/mol